1.
Computed, not measured: a structure of composition C3H25HfO20, with the ωB97M-V functional and the def2-TZVPD basis.

Output
- Max |F|: 10.28 eV/Å
- ΔE to the lowest compared entry with this formula, charge and spin: 0.000 eV
- Spin multiplicity: 1
- Charge: +1
- HOMO energy: -13.276 eV
- Orbital gap: 8.44 eV

Positions of all 49 atoms, in Å:
Hf 2.650 1.067 0.733
C 1.456 0.283 2.874
O 2.333 -0.256 2.184
O 0.892 -0.149 3.998
O 1.131 1.363 2.380
H 1.255 -1.029 4.185
C 3.798 1.591 -1.491
O 2.898 0.798 -1.296
O 4.421 1.853 -2.618
O 3.943 2.200 -0.478
H 3.923 1.354 -3.299
C -0.150 -0.279 -0.165
O -0.603 -0.575 -1.286
O -0.785 -0.639 0.951
O 0.895 0.367 0.064
H -1.640 -1.088 0.821
O -1.903 -1.251 3.745
H -2.667 -1.423 3.217
H -1.514 -0.419 3.462
O -3.222 -1.860 0.544
H -3.126 -2.586 -0.043
H -3.715 -2.179 1.295
O 0.318 -2.893 -2.384
H 0.085 -2.807 -3.300
H -0.136 -2.166 -1.916
O 0.483 0.143 -3.725
H -0.294 0.101 -4.177
H 0.333 -0.228 -2.866
O -3.655 1.053 -0.024
H -3.861 1.142 -0.912
H -3.484 0.119 0.058
O 1.682 2.983 0.393
H 2.036 3.665 -0.167
H 0.891 3.290 0.806
O 2.799 -1.539 -0.241
H 2.891 -1.515 -1.201
H 3.170 -2.354 -0.014
O 0.429 -3.246 0.466
H 0.714 -3.227 -0.430
H 0.082 -2.393 0.673
O -2.655 -0.005 -2.689
H -2.563 0.787 -3.246
H -1.852 -0.087 -2.132
O -1.528 1.482 3.152
H -2.226 1.980 2.675
H -0.625 1.581 2.755
O -1.139 2.687 -0.280
H -1.585 1.845 0.005
H -0.594 2.459 -1.051

=====

2.
Computed, not measured: a cluster of 10 separate species, C3H26N6O10 in total, with the ωB97M-V functional and the def2-TZVPD basis.

Output
- Max |F|: 2.07 eV/Å
- ΔE to the lowest compared entry with this formula, charge and spin: 1.185 eV
- Spin multiplicity: 1
- SMILES string: NC(N)=O.NC(N)=O.NC(N)=O.O.O.O.O.O.O.O
- HOMO energy: -9.078 eV
- Orbital gap: 8.40 eV

Positions of all 45 atoms, in Å:
O 1.277 -3.026 -2.404
H 2.032 -2.432 -2.337
H 1.611 -3.883 -2.111
O -2.546 -1.398 2.240
H -2.332 -2.122 2.842
H -1.680 -1.041 1.957
O -1.255 -1.981 -3.317
H -1.517 -2.230 -4.209
H -0.476 -2.535 -3.134
O 1.812 2.133 -3.269
H 2.472 1.618 -2.790
H 1.990 1.946 -4.199
O -3.721 -0.111 -0.312
H -3.645 0.769 0.069
H -2.878 -0.544 -0.090
O -0.009 2.304 3.187
H -0.201 1.712 3.925
H -0.515 3.101 3.377
O -1.484 3.977 -0.911
H -2.293 3.824 -0.412
H -1.133 3.096 -1.082
C -0.093 0.335 -0.348
O -0.884 -0.427 0.225
N 0.199 0.159 -1.680
N 0.494 1.407 0.218
H -0.130 -0.685 -2.131
H 0.903 0.728 -2.120
H 1.019 2.017 -0.375
H 0.454 1.438 1.228
C 3.753 2.692 2.826
O 3.676 3.181 3.946
N 4.710 3.044 1.935
N 2.925 1.679 2.389
H 5.555 3.547 2.119
H 4.726 2.502 1.092
H 3.085 1.318 1.472
H 2.060 1.493 2.863
C -2.283 -3.939 -0.360
O -2.432 -4.918 -1.087
N -3.314 -3.181 0.142
N -1.073 -3.387 -0.061
H -4.140 -3.754 0.251
H -3.221 -2.386 0.777
H -0.321 -3.562 -0.703
H -1.178 -2.478 0.363

=====

3.
Computed, not measured: a cluster of 11 separate species, C3H26NO12 in total, with the ωB97M-V functional and the def2-TZVPD basis.

Output
- Max |F|: 2.34 eV/Å
- ΔE to the lowest compared entry with this formula, charge and spin: 1.844 eV
- Spin multiplicity: 1
- Charge: -1
- HOMO energy: -6.367 eV
- Orbital gap: 9.06 eV

Positions of all 42 atoms, in Å:
O 0.444 -1.749 0.372
C 0.596 -0.557 0.787
O 0.434 0.499 0.160
C 0.942 -0.399 2.328
C -0.252 0.267 3.028
N 2.075 0.486 2.594
H 1.101 -1.404 2.724
H -1.164 -0.280 2.732
H -0.088 0.070 4.103
H -0.378 1.340 2.878
H 2.775 0.358 1.868
H 1.893 1.488 2.472
H -2.844 1.688 0.702
H -2.382 0.432 1.340
O -3.061 0.749 0.728
H -0.988 -2.092 -0.327
H -1.350 -2.609 -1.749
O -1.674 -2.603 -0.844
H 4.198 -1.469 0.414
H 2.981 -0.678 -0.173
O 3.838 -0.589 0.254
H 0.741 -1.544 -3.815
H -0.105 -0.390 -3.354
O 0.400 -0.700 -4.150
H 0.985 -2.239 -1.091
H 0.470 -3.538 -1.791
O 1.087 -2.813 -1.901
H -0.910 3.703 -1.271
H -0.289 2.401 -1.592
O -0.902 3.054 -1.985
H -1.314 1.317 -2.581
H -0.679 0.492 -1.306
O -0.991 0.426 -2.222
H 1.314 1.139 -1.674
H 1.419 1.192 -3.270
O 1.340 1.704 -2.455
H -1.135 2.406 0.877
H -0.402 3.690 1.011
O -1.251 3.356 0.695
H -1.592 -2.100 1.481
H -3.077 -2.206 1.802
O -2.205 -2.298 2.198

=====

4.
Computed, not measured: a cluster of 9 separate species, C3H26NO8S2 in total, with the ωB97M-V functional and the def2-TZVPD basis.

Output
- Max |F|: 3.18 eV/Å
- Spin multiplicity: 2
- HOMO energy (alpha / beta): -2.188 / -8.711 eV
- Orbital gap (alpha / beta): 2.17 / 8.60 eV

Positions of all 40 atoms, in Å:
N -0.694 0.360 0.583
C -0.563 -1.153 0.622
C -2.039 -1.688 0.716
C 0.234 -1.641 1.788
S 2.038 -1.497 1.755
S 2.899 -3.224 1.259
H -1.561 0.679 0.095
H -0.875 0.624 1.574
H 0.243 0.754 0.338
H -0.312 -1.621 -0.362
H -2.823 -1.007 0.335
H -2.208 -2.455 -0.026
H -2.466 -1.975 1.699
H -0.105 -1.248 2.760
H 0.088 -2.752 1.860
H 3.394 -3.012 0.081
H -3.153 2.640 -1.431
H -3.246 1.084 -1.050
O -2.827 1.949 -0.852
H -0.976 0.318 -3.324
H 0.164 0.458 -2.264
O -0.770 0.227 -2.392
H 2.484 1.202 -0.013
H 1.465 2.164 -0.473
O 1.699 1.225 -0.643
H 4.809 1.119 -0.396
H 3.781 -0.039 -0.530
O 4.112 0.636 0.079
H 2.669 -3.472 -2.319
H 3.219 -2.249 -2.744
O 3.223 -2.775 -1.922
H -1.664 1.920 3.157
H -0.225 1.865 3.750
O -0.903 1.334 3.274
H 1.253 4.663 -0.545
H 1.493 3.995 0.865
O 1.267 3.822 -0.063
H -3.992 -0.478 -2.466
H -5.030 -0.475 -1.248
O -4.100 -0.279 -1.527

=====

5.
Computed, not measured: a cluster of 11 separate species, C3H26O11 in total, with the ωB97M-V functional and the def2-TZVPD basis.

Output
- Max |F|: 8.85 eV/Å
- ΔE to the lowest compared entry with this formula, charge and spin: 5.425 eV
- Spin multiplicity: 1
- SMILES string: C=CCO.O.O.O.O.O.O.O.O.O.O
- HOMO energy: -10.081 eV
- Orbital gap: 9.91 eV

Positions of all 40 atoms, in Å:
C -0.849 2.401 -1.470
O 0.337 1.869 -0.777
C -1.547 1.273 -2.124
C -1.144 0.077 -2.519
H -0.453 3.153 -2.210
H -1.449 2.839 -0.609
H 0.780 1.089 -1.256
H -2.531 1.605 -2.311
H -1.830 -0.734 -2.795
H -0.177 -0.326 -2.402
H 3.305 -1.633 0.444
H 3.844 -0.738 1.555
O 3.975 -1.522 0.959
H 1.458 2.118 1.608
H 2.798 2.476 0.833
O 2.374 2.331 1.770
H 3.344 0.657 3.535
H 2.714 0.808 2.295
O 3.045 0.177 2.816
H -3.024 1.755 1.141
H -3.319 3.092 0.288
O -2.675 2.654 0.960
H 0.675 -3.088 -0.467
H 0.542 -3.337 1.053
O 1.103 -3.452 0.242
H -3.321 -0.799 -0.697
H -4.648 -0.016 -0.391
O -3.833 -0.285 0.011
H 0.491 -2.199 2.733
H -0.699 -1.649 1.846
O -0.249 -2.434 2.101
H -1.607 -3.107 -1.486
H -0.998 -2.831 -0.162
O -1.019 -2.424 -1.042
H 2.804 -0.279 -2.048
H 2.422 0.082 -3.536
O 2.568 -0.669 -2.998
H -1.667 0.651 2.160
H -0.634 0.237 0.982
O -0.904 0.175 1.966

=====

6.
Computed, not measured: a cluster of 11 separate species, C3H26O11S2 in total, with the ωB97M-V functional and the def2-TZVPD basis.

Output
- Max |F|: 5.05 eV/Å
- Spin multiplicity: 2
- Charge: +1
- HOMO energy (alpha / beta): -11.965 / -11.965 eV
- Orbital gap (alpha / beta): 6.93 / 3.50 eV

Positions of all 42 atoms, in Å:
C -2.264 -2.767 2.055
C -2.238 -3.492 0.719
O -1.175 -3.809 0.148
C -1.202 -1.705 2.215
S -1.709 -0.001 1.924
S -2.913 0.821 3.355
H -3.265 -2.242 2.260
H -2.145 -3.412 2.884
H -3.282 -3.595 0.276
H -0.982 -1.828 3.286
H -0.295 -1.912 1.644
H -3.864 -0.089 3.539
H 2.155 -1.178 1.746
H 2.138 -2.254 2.625
O 2.058 -1.286 2.682
H 2.932 2.020 3.096
H 2.738 0.427 2.855
O 3.389 1.237 2.673
H -3.536 1.376 -3.351
H -3.023 2.706 -2.659
O -2.698 1.822 -3.215
H 2.896 1.368 1.047
H 3.829 0.565 0.067
O 2.967 0.930 0.085
H 0.716 -0.314 -3.902
H 1.655 -0.601 -2.549
O 1.529 -0.627 -3.545
H 1.957 2.703 -2.069
H 1.958 3.789 -0.877
O 1.373 3.161 -1.355
H 0.220 0.256 -1.304
H 1.464 0.168 -0.381
O 0.852 -0.396 -1.014
H -0.728 3.556 -1.472
H -1.870 4.039 -0.296
O -1.734 3.603 -1.101
H 1.088 -1.932 0.025
H 0.911 -3.505 -0.062
O 1.430 -2.819 0.270
H -1.295 1.901 -4.028
H 0.394 1.849 -4.108
O -0.433 1.466 -4.188

=====

7.
Computed, not measured: a cluster of 11 separate species, C3H27NO10 in total, with the ωB97M-V functional and the def2-TZVPD basis.

Output
- Max |F|: 6.75 eV/Å
- ΔE to the lowest compared entry with this formula, charge and spin: 4.954 eV
- Spin multiplicity: 1
- SMILES string: C=CNC.O.O.O.O.O.O.O.O.O.O
- HOMO energy: -8.028 eV
- Orbital gap: 8.26 eV

Positions of all 41 atoms, in Å:
C 0.715 1.678 0.525
C -0.065 0.668 0.411
N -0.049 -0.201 -0.663
C -1.163 -1.146 -0.661
H 1.456 2.031 -0.131
H 0.553 2.529 1.191
H -0.754 0.517 1.202
H 0.882 -0.661 -0.982
H -0.970 -1.896 -0.036
H -2.079 -0.585 -0.444
H -1.330 -1.778 -1.597
H 4.398 -1.178 0.159
H 2.982 -1.805 0.231
O 3.524 -0.998 0.423
H -1.818 2.611 -2.755
H -0.493 1.776 -2.313
O -1.217 2.306 -2.093
H 2.293 -3.935 1.130
H 3.702 -3.463 1.021
O 2.952 -3.677 0.555
H 2.442 -1.803 3.292
H 3.445 -1.757 2.086
O 2.946 -2.272 2.631
H -1.654 0.518 3.208
H -2.811 -0.087 3.719
O -1.769 -0.335 3.692
H -1.519 2.441 1.398
H -2.461 1.812 0.236
O -2.231 1.729 1.272
H -0.855 4.176 -1.669
H -2.035 3.768 -0.839
O -1.825 4.402 -1.421
H -0.492 -4.457 -0.265
H -0.798 -4.681 -1.773
O -0.647 -3.899 -1.098
H -2.755 1.585 -1.480
H -4.062 1.052 -2.009
O -3.614 1.383 -1.290
H 2.187 1.121 -1.241
H 3.104 0.530 -2.160
O 2.238 0.839 -2.194

=====

no.,total energy (Eh)
1,-1682.1090
2,-1210.9483
3,-1087.6492
4,-1582.8017
5,-957.3956
6,-1753.5046
7,-937.4511